Record 1
{
  "formula": "C27H44N4O2",
  "method": "ωB97M-V/def2-TZVPD",
  "species": ["C", "N", "C", "C", "C", "C", "C", "C", "C", "C", "C", "C", "C", "C", "N", "C", "C", "C", "O", "C", "C", "N", "C", "C", "C", "C", "C", "C", "N", "C", "C", "C", "O", "H", "H", "H", "H", "H", "H", "H", "H", "H", "H", "H", "H", "H", "H", "H", "H", "H", "H", "H", "H", "H", "H", "H", "H", "H", "H", "H", "H", "H", "H", "H", "H", "H", "H", "H", "H", "H", "H", "H", "H", "H", "H", "H", "H"],
  "xyz": [[-1.600, -2.166, -2.205], [-0.947, -1.176, -3.036], [0.434, -0.998, -2.644], [-1.702, 0.068, -3.132], [-1.977, 0.744, -1.810], [-0.997, 1.488, -1.179], [-1.183, 2.046, 0.081], [-0.005, 2.759, 0.726], [0.360, 3.979, -0.129], [-0.302, 3.258, 2.146], [1.112, 1.728, 0.822], [2.400, 1.933, 0.355], [3.380, 0.959, 0.481], [4.783, 1.231, -0.004], [5.348, 0.083, -0.710], [6.768, 0.242, -0.947], [4.633, -0.177, -1.946], [3.075, -0.262, 1.092], [4.007, -1.239, 1.231], [1.781, -0.482, 1.573], [1.406, -1.781, 2.238], [0.551, -2.579, 1.364], [-0.153, -3.608, 2.097], [1.317, -3.152, 0.278], [0.827, 0.507, 1.423], [-2.411, 1.866, 0.693], [-3.426, 1.144, 0.081], [-4.768, 1.002, 0.758], [-5.273, -0.367, 0.681], [-6.656, -0.455, 1.106], [-4.432, -1.282, 1.430], [-3.208, 0.560, -1.169], [-4.168, -0.177, -1.783], [-1.526, -1.939, -1.131], [-2.650, -2.227, -2.482], [-1.131, -3.134, -2.386], [0.553, -0.691, -1.594], [0.898, -0.253, -3.289], [0.954, -1.947, -2.785], [-2.652, -0.170, -3.615], [-1.137, 0.742, -3.783], [-0.051, 1.625, -1.681], [-0.511, 4.626, -0.217], [0.667, 3.689, -1.129], [1.162, 4.550, 0.336], [0.595, 3.718, 2.559], [-0.588, 2.439, 2.801], [-1.094, 4.003, 2.135], [2.670, 2.865, -0.117], [5.426, 1.431, 0.863], [4.788, 2.134, -0.636], [7.282, 0.368, 0.005], [6.996, 1.107, -1.587], [7.149, -0.657, -1.431], [4.756, 0.636, -2.677], [3.572, -0.293, -1.732], [5.005, -1.102, -2.386], [4.764, -1.004, 0.655], [0.838, -1.557, 3.145], [2.319, -2.327, 2.522], [0.523, -4.333, 2.580], [-0.773, -3.146, 2.865], [-0.802, -4.149, 1.409], [2.070, -3.875, 0.630], [1.829, -2.355, -0.255], [0.640, -3.656, -0.411], [-0.173, 0.305, 1.775], [-2.606, 2.287, 1.667], [-5.493, 1.648, 0.249], [-4.694, 1.345, 1.804], [-7.268, 0.194, 0.480], [-6.795, -0.161, 2.157], [-6.999, -1.481, 0.985], [-4.452, -1.076, 2.511], [-3.405, -1.197, 1.079], [-4.776, -2.302, 1.263], [-4.855, -0.376, -1.113]],
  "atomic_forces_ev_per_a": [[0.019, -0.071, -0.121], [0.029, -0.001, -0.105], [-0.062, -0.058, -0.035], [-0.110, -0.053, -0.107], [-0.101, -0.100, -0.110], [-0.343, 0.032, 0.067], [-0.123, 0.125, 0.023], [0.007, 0.132, 0.066], [0.000, -0.164, 0.128], [-0.030, -0.041, -0.207], [0.085, 0.045, 0.043], [-0.130, -0.107, 0.064], [0.252, -0.065, -0.047], [-0.065, 0.031, 0.181], [0.047, 0.083, 0.045], [0.063, -0.027, 0.037], [-0.053, -0.141, -0.022], [-0.187, 0.271, -0.024], [-0.074, -0.113, 0.244], [0.231, -0.097, 0.079], [-0.029, 0.005, -0.075], [-0.037, 0.008, 0.102], [0.002, 0.051, -0.018], [-0.058, 0.025, -0.018], [0.351, 0.020, -0.024], [0.158, 0.009, -0.152], [-0.259, -0.117, -0.012], [0.045, 0.137, -0.125], [-0.053, 0.091, 0.014], [-0.072, -0.001, -0.041], [0.061, -0.119, -0.073], [0.183, 0.225, 0.228], [0.040, 0.087, -0.263], [-0.027, 0.003, 0.079], [-0.062, -0.059, 0.041], [-0.002, -0.075, 0.073], [0.067, 0.017, 0.055], [0.090, 0.060, -0.008], [0.093, -0.020, 0.045], [0.103, 0.107, -0.041], [-0.067, 0.007, 0.014], [0.162, -0.021, -0.080], [-0.049, 0.057, -0.003], [0.059, 0.013, -0.131], [0.128, 0.085, 0.007], [0.059, 0.033, 0.033], [-0.064, -0.061, 0.112], [-0.125, 0.088, 0.054], [0.018, 0.140, -0.094], [0.020, 0.002, -0.098], [0.030, -0.042, 0.046], [0.060, 0.014, -0.008], [-0.018, 0.016, -0.016], [0.074, 0.014, -0.017], [0.013, 0.042, 0.005], [-0.045, -0.029, -0.062], [-0.024, -0.014, -0.065], [-0.013, 0.027, -0.236], [0.053, -0.039, -0.018], [-0.122, -0.010, 0.077], [0.008, -0.035, 0.013], [-0.035, -0.037, 0.060], [-0.039, -0.073, 0.024], [0.024, -0.007, 0.012], [0.076, 0.005, -0.111], [0.008, -0.033, -0.088], [-0.182, -0.055, 0.041], [0.001, 0.046, 0.160], [-0.007, -0.056, 0.081], [-0.032, -0.011, -0.061], [-0.058, 0.003, 0.021], [0.022, 0.003, 0.017], [-0.071, -0.002, 0.029], [-0.017, 0.035, 0.022], [0.055, -0.066, 0.031], [0.029, -0.050, 0.040], [0.019, -0.122, 0.204]],
  "fmax_ha_per_bohr": 0.007,
  "homo_energy_ev": -7.711,
  "relative_energy_kj_mol": 0.0,
  "homo_lumo_gap_ev": 8.45,
  "charge": 0
}

Record 2
{
  "formula": "C25H74NO25S",
  "method": "ωB97M-V/def2-TZVPD",
  "species": ["C", "N", "C", "C", "C", "C", "O", "H", "H", "H", "H", "H", "H", "H", "H", "H", "H", "H", "H", "H", "H", "S", "O", "O", "O", "O", "C", "C", "O", "O", "H", "H", "H", "H", "H", "H", "C", "C", "O", "O", "H", "H", "H", "H", "H", "H", "C", "C", "O", "O", "H", "H", "H", "H", "H", "H", "C", "C", "O", "O", "H", "H", "H", "H", "H", "H", "C", "C", "O", "O", "H", "H", "H", "H", "H", "H", "C", "C", "O", "O", "H", "H", "H", "H", "H", "H", "C", "C", "O", "O", "H", "H", "H", "H", "H", "H", "C", "C", "O", "O", "H", "H", "H", "H", "H", "H", "C", "C", "O", "O", "H", "H", "H", "H", "H", "H", "C", "C", "O", "O", "H", "H", "H", "H", "H", "H"],
  "xyz": [[3.167, -5.335, 0.834], [3.737, -3.899, 0.954], [5.096, -4.051, 1.441], [3.928, -3.447, -0.459], [3.077, -3.072, 1.852], [1.627, -2.685, 1.396], [1.136, -1.659, 2.208], [2.181, -5.282, 0.260], [3.043, -5.764, 1.923], [3.846, -5.946, 0.217], [5.797, -4.655, 0.988], [5.157, -4.383, 2.666], [5.672, -3.252, 1.507], [4.475, -4.166, -1.039], [4.279, -2.516, -0.494], [2.849, -3.457, -0.799], [3.394, -1.975, 1.998], [2.898, -3.542, 2.909], [0.863, -3.464, 1.443], [1.512, -2.634, 0.357], [0.670, -1.070, 1.632], [-0.669, 0.432, -0.058], [-0.975, -0.824, 0.644], [-1.726, 0.539, -1.004], [-0.875, 1.474, 0.935], [0.596, 0.457, -0.545], [-3.439, -0.137, -4.150], [-4.314, 0.619, -3.249], [-4.257, 0.165, -1.914], [-2.177, -0.153, -3.694], [-3.477, 0.136, -4.978], [-3.830, -1.138, -4.248], [-5.298, 0.902, -3.733], [-3.665, 1.631, -3.352], [-3.327, 0.073, -1.689], [-2.299, -0.137, -2.560], [0.001, 4.323, 1.777], [0.129, 5.828, 1.450], [1.281, 6.368, 2.160], [-1.230, 3.939, 1.342], [0.179, 4.182, 2.874], [0.765, 3.672, 1.505], [-0.744, 6.483, 1.639], [0.126, 6.088, 0.357], [1.953, 5.785, 1.759], [-1.048, 2.962, 1.368], [1.462, 1.870, 4.927], [0.915, 1.548, 3.501], [-0.402, 1.700, 3.476], [2.856, 1.698, 5.105], [0.896, 1.098, 5.871], [1.072, 2.771, 5.389], [1.210, 0.656, 2.918], [1.303, 2.246, 2.986], [-0.565, 1.681, 2.332], [2.989, 0.728, 5.136], [-3.196, -3.206, -1.924], [-2.916, -3.240, -0.439], [-1.522, -3.166, -0.284], [-4.586, -3.319, -2.151], [-2.527, -4.103, -2.428], [-2.924, -2.256, -2.307], [-3.303, -4.313, -0.073], [-3.330, -2.272, -0.045], [-1.292, -2.550, 0.300], [-5.035, -2.669, -1.535], [4.127, 1.657, -0.087], [4.117, 0.533, 0.901], [5.248, -0.304, 0.785], [3.027, 2.379, -0.039], [4.441, 1.152, -1.142], [5.154, 2.337, 0.077], [3.188, -0.133, 0.753], [4.048, 0.931, 1.911], [6.034, 0.364, 0.955], [2.308, 1.838, -0.109], [-1.315, 3.776, -2.002], [-2.674, 3.984, -1.418], [-2.659, 5.160, -0.521], [-1.348, 2.524, -2.647], [-0.552, 3.783, -1.304], [-0.904, 4.587, -2.834], [-2.907, 3.247, -0.805], [-3.408, 4.131, -2.273], [-2.279, 4.978, 0.371], [-1.468, 1.772, -2.004], [-5.504, 1.855, 2.362], [-4.392, 1.265, 1.594], [-3.138, 1.666, 2.123], [-6.816, 1.531, 1.795], [-5.391, 2.957, 2.089], [-5.499, 1.595, 3.451], [-4.315, 1.679, 0.523], [-4.155, 0.179, 1.189], [-2.450, 1.483, 1.578], [-7.137, 0.991, 2.551], [3.996, 0.346, -5.578], [3.873, 0.105, -4.038], [3.054, 1.001, -3.413], [5.060, -0.409, -6.194], [4.201, 1.397, -5.778], [2.974, 0.000, -5.952], [4.930, 0.094, -3.592], [3.717, -0.912, -3.814], [2.673, 0.734, -2.539], [5.362, -0.001, -6.886], [0.728, -1.651, -4.036], [0.731, -2.205, -2.641], [1.753, -1.389, -1.960], [-0.378, -2.195, -4.762], [1.674, -1.657, -4.484], [0.640, -0.551, -4.192], [0.717, -3.317, -2.430], [-0.201, -1.775, -2.085], [1.421, -0.706, -1.576], [-1.156, -1.626, -4.695], [-2.489, -1.226, 3.557], [-3.796, -1.323, 4.139], [-3.661, -0.859, 5.503], [-2.480, -1.927, 2.317], [-1.738, -1.431, 4.023], [-2.379, -0.140, 3.409], [-4.027, -2.383, 3.968], [-4.588, -0.805, 3.575], [-3.361, -0.048, 5.407], [-1.827, -1.354, 1.737]],
  "atomic_forces_ev_per_a": [[-1.590, -0.032, 1.204], [3.717, -3.749, -1.785], [-0.501, -3.263, 6.143], [-4.891, -2.669, -0.346], [-5.287, 3.781, 3.428], [-1.076, -2.118, 1.277], [1.785, -0.393, 0.320], [1.204, 0.032, 1.172], [0.181, 0.868, -2.324], [-0.058, 0.438, 0.551], [0.390, -2.360, -1.810], [-0.734, 0.559, -3.437], [1.439, 4.919, -0.056], [0.429, -0.290, 0.137], [1.575, 3.768, -0.070], [1.451, 0.436, -0.481], [0.968, -1.986, -0.361], [1.027, 0.574, -2.022], [0.334, -1.075, 0.987], [0.553, 1.813, -1.953], [-1.189, 0.816, -0.602], [-6.127, -2.302, 4.223], [1.662, -0.784, 0.554], [-2.016, 0.638, -2.917], [0.658, 1.853, 0.991], [7.613, 0.611, -3.029], [-1.894, -6.231, 10.799], [1.369, 4.532, -0.924], [-1.559, -0.308, -0.661], [2.146, -0.175, 5.365], [-0.436, 5.306, -13.213], [-0.306, -1.257, 0.285], [0.654, -0.951, 1.374], [-1.762, -1.278, 0.836], [-0.344, 0.396, 0.971], [1.978, -0.258, -5.042], [-0.371, 3.564, 2.338], [0.345, 0.879, -0.544], [-0.231, -0.918, -1.414], [-0.152, -2.013, 0.443], [-0.903, 0.670, -0.056], [1.839, -0.806, -2.022], [0.102, -0.938, 1.187], [0.921, -0.890, 0.410], [0.233, 0.725, 0.655], [-1.777, 1.087, -0.926], [-2.083, -4.301, 3.045], [0.358, -3.563, 4.070], [-3.750, 0.147, -3.655], [0.141, -0.508, -0.278], [1.243, 1.602, -2.919], [0.485, 0.739, -0.895], [0.631, -0.613, 1.246], [3.517, 5.504, -4.020], [-0.092, -0.599, 4.245], [-0.026, 0.992, -0.096], [0.918, -2.252, -0.320], [-0.055, -0.984, -0.079], [-0.803, -4.919, -3.754], [-1.079, 0.163, 0.684], [-2.058, 2.226, 0.838], [1.031, 0.774, -0.633], [0.336, 2.701, -0.085], [-0.331, -1.407, 0.453], [1.186, 4.032, 3.568], [0.835, -0.970, -1.127], [5.875, -1.309, -2.208], [-1.550, -1.155, 0.477], [2.771, 1.854, 0.520], [0.956, 4.119, 0.175], [-1.090, 1.092, 1.780], [-2.702, -1.339, -0.032], [1.195, 0.969, 0.010], [-0.158, 0.098, 0.281], [-2.065, -2.273, -0.586], [-3.561, -2.247, -0.400], [0.242, 0.697, -3.503], [0.958, 5.620, -1.454], [-0.609, 0.494, -0.891], [0.253, -0.637, -0.645], [1.426, 0.154, 1.976], [-1.590, -1.753, 1.961], [-1.249, -4.035, 2.210], [0.597, -0.059, 1.395], [-0.300, -0.783, -1.274], [0.097, 1.193, -0.648], [-1.026, 1.481, -0.857], [4.052, -1.827, -5.037], [-4.027, 1.514, 4.487], [0.635, -1.011, 2.018], [0.022, -1.123, 1.385], [0.285, 0.570, -0.840], [-1.306, 0.115, 1.212], [-1.873, 0.973, 1.904], [2.785, -1.020, -2.773], [-0.475, 0.307, -1.319], [-1.268, -0.626, 0.360], [3.969, -0.391, 0.045], [-1.334, 1.124, 0.692], [-3.201, -3.848, 7.029], [-0.516, 0.104, 0.131], [1.293, 0.746, -0.154], [-0.616, 0.903, -0.588], [-1.416, -1.494, -0.155], [0.663, -0.265, -1.468], [2.442, 3.775, -6.014], [-2.706, 1.063, -0.671], [-1.858, 3.566, 2.617], [4.847, -8.725, -3.963], [0.945, -1.048, -0.792], [1.526, -1.698, -1.286], [-0.485, -0.185, 1.669], [0.681, 1.273, -0.540], [0.918, -1.441, -1.309], [-4.046, 6.416, 3.810], [0.345, 0.372, 0.570], [-6.218, 4.497, -7.587], [-1.230, -1.340, 1.085], [-3.215, -6.638, 0.181], [1.247, 1.343, -0.902], [8.038, -3.206, 6.325], [0.382, 0.057, -0.559], [-0.572, -0.099, 1.369], [0.443, 0.283, 0.205], [2.332, 6.254, -0.446], [-1.728, -1.437, 1.076]],
  "fmax_ha_per_bohr": 0.277,
  "homo_energy_ev": -6.198,
  "relative_energy_kj_mol": 262.2,
  "homo_lumo_gap_ev": 7.13,
  "charge": -1
}